The following is a quantum chemistry calculation of a 7-piece molecular cluster, C28H51F5NO17S overall at a distorted geometry, from OMol25.

Summary:
total charge	-1
Kohn-Sham gap	5.6225	eV
LUMO energy	1.9989	eV
E	-3328.87830	a.u.

Last column: Löwdin charge in e.
Atoms and positions in Å:
O (3.95, -1.34, 1.38)  -0.05
C (2.87, -0.75, 1.23)  -0.69
O (2.29, -0.23, 2.21)  -0.09
C (2.32, -0.64, -0.25)  -0.30
O (3.16, -1.42, -1.08)  -0.06
N (0.95, -1.23, -0.41)  -0.05
S (-0.28, -0.22, 0.02)  0.70
O (0.14, 0.94, 0.75)  -0.26
O (-1.01, 0.24, -1.15)  -0.30
C (-1.47, -1.28, 1.00)  -0.43
F (-1.34, -1.10, 2.32)  0.14
F (-1.14, -2.58, 0.77)  0.09
C (-2.95, -1.16, 0.52)  -0.57
F (-3.42, 0.08, 0.65)  0.18
F (-3.69, -1.98, 1.32)  0.12
F (-3.12, -1.62, -0.71)  0.18
H (2.40, 0.38, -0.67)  0.14
H (2.96, -2.37, -0.88)  0.07
H (0.80, -1.60, -1.35)  0.11
O (-5.70, -6.27, 5.44)  0.10
C (-6.10, -5.21, 5.05)  -0.53
O (-5.40, -4.54, 4.11)  0.00
C (-5.88, -3.36, 3.45)  -0.23
C (-5.58, -2.12, 4.25)  -0.06
C (-7.32, -4.56, 5.66)  0.01
H (-6.94, -3.46, 3.20)  0.11
H (-5.35, -3.31, 2.50)  0.11
H (-6.09, -2.13, 5.22)  0.07
H (-5.90, -1.22, 3.71)  0.08
H (-4.51, -2.05, 4.46)  0.08
H (-7.02, -4.04, 6.57)  0.10
H (-8.03, -5.34, 5.91)  0.09
H (-7.83, -3.87, 5.00)  0.07
O (1.84, 2.51, -1.91)  0.12
C (1.06, 3.39, -2.11)  -0.51
O (0.31, 3.39, -3.24)  0.00
C (-0.77, 4.29, -3.47)  -0.24
C (-0.28, 5.60, -4.05)  -0.07
C (0.95, 4.56, -1.16)  0.02
H (-1.37, 4.42, -2.57)  0.12
H (-1.42, 3.79, -4.20)  0.12
H (0.38, 6.12, -3.36)  0.06
H (-1.12, 6.26, -4.28)  0.08
H (0.29, 5.42, -4.96)  0.08
H (1.73, 5.29, -1.41)  0.09
H (1.11, 4.20, -0.15)  0.09
H (-0.02, 5.05, -1.17)  0.07
O (0.49, -5.45, 2.20)  0.11
C (-0.25, -5.31, 3.13)  -0.52
O (0.24, -5.34, 4.39)  0.00
C (-0.53, -4.99, 5.55)  -0.24
C (-1.32, -6.18, 6.06)  -0.07
C (-1.74, -5.20, 2.93)  0.01
H (-1.15, -4.12, 5.36)  0.11
H (0.20, -4.69, 6.30)  0.12
H (-2.05, -6.52, 5.32)  0.07
H (-1.85, -5.92, 6.97)  0.08
H (-0.65, -7.02, 6.26)  0.08
H (-2.16, -6.20, 2.83)  0.10
H (-1.92, -4.65, 2.01)  0.07
H (-2.26, -4.66, 3.72)  0.06
O (-0.87, 5.96, 1.60)  0.08
C (-0.84, 5.12, 2.47)  -0.53
O (-0.49, 5.47, 3.72)  -0.01
C (-0.60, 4.60, 4.85)  -0.24
C (0.61, 3.70, 4.98)  -0.06
C (-1.11, 3.67, 2.17)  0.01
H (-1.54, 4.04, 4.82)  0.11
H (-0.67, 5.25, 5.72)  0.12
H (0.72, 3.04, 4.12)  0.08
H (0.54, 3.09, 5.88)  0.08
H (1.52, 4.30, 5.04)  0.08
H (-0.19, 3.21, 1.80)  0.08
H (-1.87, 3.61, 1.40)  0.10
H (-1.48, 3.10, 3.02)  0.07
O (2.05, -3.46, -1.90)  0.10
C (2.60, -4.30, -2.57)  -0.48
O (3.69, -3.96, -3.28)  0.03
C (4.52, -4.90, -3.95)  -0.23
C (3.99, -5.24, -5.33)  -0.07
C (2.04, -5.69, -2.68)  0.02
H (4.69, -5.79, -3.33)  0.11
H (5.49, -4.42, -4.06)  0.12
H (3.01, -5.72, -5.27)  0.07
H (4.67, -5.92, -5.85)  0.08
H (3.86, -4.34, -5.92)  0.08
H (1.27, -5.71, -3.44)  0.10
H (1.61, -5.97, -1.72)  0.10
H (2.79, -6.45, -2.91)  0.07
O (1.65, 6.99, -8.17)  0.10
C (2.69, 7.07, -7.58)  -0.53
O (3.72, 6.27, -7.92)  0.00
C (5.05, 6.41, -7.40)  -0.24
C (5.20, 5.69, -6.08)  -0.06
C (2.84, 7.99, -6.39)  0.01
H (5.33, 7.46, -7.34)  0.11
H (5.70, 5.95, -8.14)  0.12
H (4.55, 6.11, -5.31)  0.07
H (6.23, 5.75, -5.73)  0.08
H (4.94, 4.64, -6.19)  0.09
H (2.45, 7.49, -5.50)  0.09
H (2.26, 8.89, -6.57)  0.09
H (3.86, 8.32, -6.21)  0.07



The following is a quantum chemistry calculation of a 3-piece molecular cluster, C28H51IN4O8PS overall at a distorted geometry, from OMol25.

Summary:
total charge	+1
Kohn-Sham gap	6.7897	eV
LUMO energy	-4.0396	eV
E	-2954.84322	a.u.

Last column: Löwdin charge in e.
Atoms and positions in Å:
C (-0.51, 3.96, 2.10)  -0.16
C (0.08, 2.91, 0.94)  -0.64
I (2.26, 3.38, 0.85)  0.95
C (-0.01, 1.38, 1.46)  -0.21
N (-1.08, 0.49, 0.89)  0.00
C (-1.60, 0.70, -0.51)  -0.09
C (-0.49, -0.03, -1.52)  -0.14
C (0.66, 0.98, -2.09)  -0.17
C (2.14, 0.34, -1.66)  -0.24
S (3.58, 1.06, -2.62)  0.80
O (4.32, 2.15, -1.75)  -0.43
O (3.17, 1.76, -3.94)  -0.35
O (4.80, -0.13, -2.97)  -0.22
C (-1.54, -0.59, 1.65)  -0.12
N (-2.61, -1.57, 1.21)  0.04
C (-2.09, -2.98, 1.06)  -0.30
C (-2.27, -3.64, -0.43)  -0.13
C (-3.53, -4.73, -0.31)  -0.29
N (-4.88, -4.04, -0.39)  -0.06
C (-0.52, -3.05, 1.53)  -0.09
C (-0.46, -2.33, 3.04)  -0.32
C (1.13, -2.47, 3.49)  -0.10
C (2.27, -1.30, 3.33)  -0.01
C (3.81, -1.72, 3.81)  -0.05
C (4.22, -3.20, 4.42)  -0.06
C (3.06, -4.36, 4.60)  -0.05
C (1.54, -3.96, 4.13)  -0.03
N (-0.99, -0.92, 3.06)  -0.23
P (-2.25, -0.67, 4.30)  0.91
C (-1.76, -1.49, 5.98)  -0.27
O (-2.40, 1.04, 4.72)  -0.37
H (-1.42, 3.52, 2.69)  0.08
H (0.39, 4.20, 2.83)  0.06
H (-0.74, 4.97, 1.53)  0.08
H (-0.31, 3.16, -0.12)  0.05
H (0.00, 1.45, 2.65)  0.15
H (1.03, 0.85, 1.20)  0.07
H (-2.62, 0.12, -0.76)  0.15
H (-1.83, 1.81, -0.81)  0.14
H (0.08, -0.87, -0.89)  0.10
H (-0.99, -0.59, -2.42)  0.12
H (0.54, 2.11, -1.82)  0.11
H (0.65, 0.93, -3.28)  0.13
H (2.08, -0.83, -1.79)  0.11
H (2.34, 0.55, -0.52)  0.07
H (4.66, -0.93, -2.37)  0.10
H (-3.46, -1.54, 1.82)  0.10
H (-2.71, -3.66, 1.82)  0.15
H (-1.33, -4.31, -0.71)  0.12
H (-2.44, -2.87, -1.29)  0.12
H (-3.50, -5.53, -1.19)  0.13
H (-3.51, -5.35, 0.69)  0.11
H (-5.03, -3.38, 0.42)  0.06
H (-5.58, -4.82, -0.22)  0.08
H (0.24, -2.59, 0.77)  0.13
H (-0.17, -4.17, 1.72)  0.15
H (-1.12, -3.04, 3.73)  0.13
H (2.00, -0.26, 2.87)  0.06
H (4.69, -0.94, 3.69)  0.09
H (5.32, -3.50, 4.73)  0.09
H (3.24, -5.44, 5.02)  0.09
H (0.71, -4.81, 4.23)  0.10
H (-2.58, -1.17, 6.79)  0.08
H (-1.84, -2.66, 5.82)  0.05
H (-0.67, -1.18, 6.28)  0.07
H (-3.37, 1.32, 4.70)  0.07
O (0.21, -2.94, -2.36)  0.03
C (0.63, -3.21, -3.48)  -0.49
O (1.91, -2.95, -3.81)  -0.02
C (2.56, -3.40, -5.02)  -0.22
C (2.30, -2.44, -6.16)  -0.06
C (-0.30, -3.74, -4.54)  0.02
H (2.27, -4.43, -5.26)  0.12
H (3.63, -3.43, -4.81)  0.13
H (1.24, -2.37, -6.40)  0.07
H (2.84, -2.76, -7.06)  0.09
H (2.63, -1.43, -5.89)  0.09
H (-0.81, -2.91, -5.02)  0.10
H (-1.03, -4.39, -4.05)  0.10
H (0.20, -4.35, -5.29)  0.08
O (-0.51, 5.01, -2.15)  0.06
C (-0.53, 6.10, -1.59)  -0.50
O (-1.58, 6.94, -1.77)  0.00
C (-1.80, 8.14, -1.02)  -0.23
C (-1.05, 9.31, -1.63)  -0.06
C (0.64, 6.57, -0.77)  -0.01
H (-1.57, 8.00, 0.04)  0.11
H (-2.88, 8.34, -1.07)  0.13
H (0.03, 9.14, -1.61)  0.07
H (-1.27, 10.23, -1.09)  0.09
H (-1.34, 9.44, -2.68)  0.09
H (1.38, 7.02, -1.44)  0.11
H (1.08, 5.71, -0.27)  -0.01
H (0.37, 7.28, 0.01)  0.08